<A>
Density functional theory data (ωB97M-V with the def2-TZVPD basis set) for a cluster of 4 separate species, C3H13NO4 in total.

Structure (XYZ):
```
21
Properties=species:S:1:pos:R:3:lowdin_charge:R:1
O -0.852 0.381 0.991 -0.034
C 0.386 0.600 0.750 -0.102
C 0.790 1.415 -0.467 -0.397
C 1.725 0.376 -1.278 -0.011
N -0.244 2.114 -1.190 0.056
H 1.059 0.224 1.451 0.110
H 1.369 2.222 -0.136 0.115
H 1.930 0.831 -2.214 0.055
H 0.983 -0.353 -1.649 0.091
H 2.595 0.159 -0.635 0.094
H -0.809 2.707 -0.497 0.131
H -0.836 1.511 -1.675 0.029
H -2.128 0.407 -0.777 -0.018
H -3.474 0.075 -0.542 0.001
O -2.875 0.010 -1.238 -0.033
H 1.824 -2.570 1.535 0.063
H 0.500 -2.233 1.021 -0.006
O 1.399 -2.414 0.652 -0.101
H -1.107 -1.024 1.755 -0.014
H -1.329 -2.593 1.898 0.024
O -0.904 -1.844 2.245 -0.053
```

Results
Gap between HOMO and LUMO in eV: 10.3411
SMILES: C[C@@H](N)C=O.O.O.O
Molar mass in g mol⁻¹: 127.14

<B>
Density functional theory data (ωB97M-V with the def2-TZVPD basis set) for a cluster of 4 separate species, C3H13NO4 in total.

Structure (XYZ):
```
21
Properties=species:S:1:pos:R:3:lowdin_charge:R:1
O 1.458 -3.320 0.291 0.047
C 1.531 -2.123 0.464 -0.220
C 2.008 -1.605 1.793 -0.449
C 1.152 -0.487 2.418 -0.058
N 2.392 -2.642 2.709 0.049
H 1.319 -1.420 -0.350 0.124
H 2.936 -1.082 1.454 0.142
H 1.200 0.447 1.854 0.075
H 1.416 -0.234 3.442 0.071
H 0.130 -0.871 2.353 0.080
H 1.907 -3.520 2.632 0.072
H 2.437 -2.283 3.646 0.068
H 2.169 0.411 -3.512 0.003
H 2.514 1.652 -4.367 0.042
O 2.153 1.344 -3.525 -0.047
H -4.606 4.382 0.611 0.030
H -3.095 4.337 0.293 0.047
O -3.966 3.997 0.011 -0.060
H -5.434 1.725 -3.014 0.044
H -4.344 2.543 -2.327 0.022
O -5.096 2.643 -2.934 -0.083
```

Results
Gap between HOMO and LUMO in eV: 9.7606
SMILES: C[C@@H](N)C=O.O.O.O
Molar mass in g mol⁻¹: 127.14

<C>
Density functional theory data (ωB97M-V with the def2-TZVPD basis set) for a cluster of 4 separate species, C3H13NO4 in total.

Structure (XYZ):
```
21
Properties=species:S:1:pos:R:3:lowdin_charge:R:1
C -0.093 -1.486 -0.511 -0.254
C -1.118 -0.691 0.375 -0.157
C -2.216 -1.522 1.095 -0.234
O -3.364 -1.354 0.762 0.030
N -0.376 -1.321 -1.933 -0.007
H -0.384 -2.529 -0.279 0.103
H 0.894 -1.157 -0.250 0.103
H -1.458 0.188 -0.220 0.115
H -0.646 -0.203 1.231 0.099
H -1.912 -2.297 1.816 0.124
H -1.294 -1.211 -2.319 0.059
H 0.336 -0.718 -2.307 0.059
H 1.255 4.754 5.008 0.024
H 2.545 5.514 4.452 0.026
O 1.981 4.749 4.393 -0.050
H -3.390 -0.545 -1.409 0.002
H -4.634 0.127 -1.405 0.046
O -3.770 0.249 -1.843 -0.087
H 5.810 0.059 -2.986 0.025
H 5.595 -0.350 -1.479 0.033
O 6.237 -0.255 -2.192 -0.058
```

Results
Gap between HOMO and LUMO in eV: 9.6493
SMILES: NCCC=O.O.O.O
Molar mass in g mol⁻¹: 127.14

<D>
Density functional theory data (ωB97M-V with the def2-TZVPD basis set) for a cluster of 4 separate species, C3H13NO4 in total.

Structure (XYZ):
```
21
Properties=species:S:1:pos:R:3:lowdin_charge:R:1
C 0.680 -1.138 1.200 -0.316
N -0.069 -0.918 0.134 0.039
C -1.342 -1.566 -0.149 -0.211
C -2.547 -0.646 0.202 -0.064
O 1.621 -0.412 1.518 -0.023
H 0.439 -2.031 1.781 0.142
H 0.131 -0.124 -0.469 0.094
H -1.371 -2.530 0.355 0.111
H -1.371 -1.755 -1.222 0.113
H -3.062 -0.991 1.095 0.066
H -3.231 -0.608 -0.640 0.066
H -2.126 0.336 0.407 0.069
H 0.527 2.227 -0.480 0.035
H -0.068 2.415 -1.915 0.050
O 0.241 1.754 -1.307 -0.074
H 1.669 0.536 -1.762 -0.021
H 2.876 -0.086 -1.058 0.032
O 2.270 -0.210 -1.790 -0.056
H 1.549 1.136 1.207 0.007
H 1.669 2.476 1.895 0.055
O 1.515 2.135 1.000 -0.110
```

Results
Gap between HOMO and LUMO in eV: 10.6481
SMILES: CCNC=O.O.O.O
Molar mass in g mol⁻¹: 127.14

Least stable structure: <C>

<A>
Density functional theory data (ωB97M-V with the def2-TZVPD basis set) for a cluster of 2 separate species, C2H9N3O2 in total.

Structure (XYZ):
```
16
Properties=species:S:1:pos:R:3:lowdin_charge:R:1
C -0.465 -1.808 0.387 -0.281
C 0.737 -0.918 0.050 -0.295
N -0.247 2.207 0.604 -0.137
N 0.360 0.100 -0.917 -0.061
N 0.664 2.619 -0.126 0.012
O -1.518 2.225 0.162 -0.029
O -0.127 -2.857 1.273 -0.074
H -1.581 2.518 -0.774 0.103
H 0.148 -2.469 2.112 0.085
H 0.123 -0.342 -1.802 0.064
H 0.375 3.118 -0.988 0.073
H 1.000 1.052 -0.907 0.095
H -0.829 -2.295 -0.522 0.116
H -1.273 -1.184 0.791 0.115
H 1.557 -1.564 -0.300 0.108
H 1.074 -0.403 0.957 0.107
```

Results
Gap between HOMO and LUMO in eV: 9.3336
SMILES: [H]/N=N\O.NCCO
Molar mass in g mol⁻¹: 107.11

<B>
Density functional theory data (ωB97M-V with the def2-TZVPD basis set) for a structure of composition C2H9N3O2.

Structure (XYZ):
```
16
Properties=species:S:1:pos:R:3:lowdin_charge:R:1
C -1.531 0.041 -1.129 -0.050
N -0.877 0.428 0.117 -0.189
O -0.753 1.840 0.114 -0.032
H 0.095 1.944 0.605 0.076
H -1.072 -0.278 1.154 0.168
H -2.466 0.593 -1.216 0.091
H -0.883 0.261 -1.978 0.089
H -1.750 -1.025 -1.085 0.092
C 0.510 -0.366 0.510 -0.703
N 1.060 -1.036 -0.640 0.107
N 1.418 0.648 0.991 0.102
O -0.101 -1.076 1.473 -0.113
H 1.663 0.463 1.954 0.101
H 2.230 0.797 0.407 0.092
H 0.479 -1.835 -0.868 0.082
H 1.978 -1.399 -0.409 0.085
```

Results
Gap between HOMO and LUMO in eV: 10.1123
Molar mass in g mol⁻¹: 107.11

Least stable structure: <A>

<A>
Density functional theory data (ωB97M-V with the def2-TZVPD basis set) for a cluster of 4 separate species, C3H16N2O3 in total.

Structure (XYZ):
```
24
Properties=species:S:1:pos:R:3:lowdin_charge:R:1
N -1.840 -1.022 0.864 0.021
C -0.605 -1.384 0.142 -0.316
C 0.649 -0.943 0.859 -0.208
C 1.877 -1.547 0.197 -0.290
N 2.102 -1.022 -1.164 0.002
H -1.965 -1.827 1.521 0.096
H -2.661 -1.042 0.329 0.049
H -0.484 -2.422 -0.200 0.121
H -0.593 -0.927 -0.842 0.063
H 0.646 -1.289 1.959 0.137
H 0.664 0.292 0.798 0.141
H 2.797 -1.234 0.737 0.108
H 2.044 -2.565 0.213 0.083
H 2.993 -1.205 -1.476 0.031
H 1.950 0.010 -1.205 0.088
H -0.964 0.958 1.592 -0.027
H 0.185 1.694 2.364 0.097
O -0.792 1.751 2.095 -0.089
H -0.540 1.336 -1.695 0.011
H 0.143 -0.002 -2.082 -0.007
O -0.610 0.569 -2.359 -0.127
H -1.338 3.167 -0.897 0.078
H -0.698 2.583 0.441 0.050
O -0.541 2.683 -0.568 -0.112
```

Results
Gap between HOMO and LUMO in eV: 10.0567
SMILES: NCCCN.O.O.O
Molar mass in g mol⁻¹: 128.17

<B>
Density functional theory data (ωB97M-V with the def2-TZVPD basis set) for a cluster of 4 separate species, C3H16N2O3 in total.

Structure (XYZ):
```
24
Properties=species:S:1:pos:R:3:lowdin_charge:R:1
C 0.292 -1.831 1.487 -0.124
C 0.847 -0.504 1.081 -0.312
N -0.130 0.255 0.222 -0.072
C -0.219 1.755 0.429 -0.301
N 0.699 2.320 1.357 0.000
H 1.009 -2.330 2.150 0.076
H -0.126 -2.343 0.613 0.075
H -0.594 -1.743 2.166 0.078
H 1.297 0.108 1.842 0.071
H 1.610 -0.741 0.300 0.108
H -1.006 -0.208 0.452 0.068
H -1.240 2.007 0.697 0.099
H -0.124 2.222 -0.558 0.097
H 0.581 2.050 2.325 0.038
H 1.668 2.423 1.102 0.073
H 0.288 -0.882 -7.153 0.039
H -0.516 -1.148 -5.987 0.005
O -0.282 -1.587 -6.803 -0.057
H 1.293 1.197 4.633 0.048
H -0.235 0.661 5.061 0.031
O 0.354 1.091 4.458 -0.045
H -1.808 -1.343 -2.650 0.033
H -1.622 -0.278 -3.650 0.034
O -2.035 -1.151 -3.574 -0.063
```

Results
Gap between HOMO and LUMO in eV: 9.0044
SMILES: CCNCN.O.O.O
Molar mass in g mol⁻¹: 128.17

Least stable structure: <B>

<A>
Density functional theory data (ωB97M-V with the def2-TZVPD basis set) for a cluster of 2 separate species, CH5NOS2 in total.

Structure (XYZ):
```
10
Properties=species:S:1:pos:R:3:lowdin_charge:R:1
C -0.922 -0.594 -1.471 -0.395
N 1.061 -0.158 0.384 -0.389
O 0.645 1.841 1.955 -0.710
S -0.358 -0.984 0.220 0.707
S -0.308 1.884 3.092 0.777
H -1.791 -0.050 -1.388 -0.027
H -1.285 -1.560 -1.837 0.012
H 0.075 -0.248 -2.006 0.086
H 1.800 -0.537 -0.144 0.018
H 1.082 0.406 1.195 -0.078
```

Results
Gap between HOMO and LUMO (alpha / beta) in eV: 5.9085 / 5.8679
SMILES: CSN.O=S
Molar mass in g mol⁻¹: 111.19

<B>
Density functional theory data (ωB97M-V with the def2-TZVPD basis set) for a cluster of 2 separate species, CH5NOS2 in total.

Structure (XYZ):
```
10
Properties=species:S:1:pos:R:3:lowdin_charge:R:1
S -1.056 1.884 1.359 0.199
S -2.483 0.468 0.587 0.195
H -1.474 1.722 2.633 -0.210
H -2.762 -0.058 1.837 -0.184
C 2.498 -1.673 -1.963 -0.364
N 2.658 -0.618 -1.054 0.097
O 2.552 -2.805 -1.550 0.017
H 2.003 -1.544 -2.937 0.125
H 3.023 -0.871 -0.209 0.046
H 1.834 -0.066 -0.902 0.079
```

Results
Gap between HOMO and LUMO in eV: 8.7986
SMILES: NC=O.SS
Molar mass in g mol⁻¹: 111.19

Least stable structure: <A>

<A>
Density functional theory data (ωB97M-V with the def2-TZVPD basis set) for a cluster of 2 separate species, CH3NO3S in total.

Structure (XYZ):
```
9
Properties=species:S:1:pos:R:3:lowdin_charge:R:1
C 1.368 0.031 -0.583 -0.304
N -2.786 -0.198 -0.245 -0.146
O -3.664 -0.687 0.423 0.095
O 1.469 1.163 1.786 -0.567
O -1.633 -0.037 0.023 0.001
S 0.920 -0.039 1.172 0.857
H 2.084 -0.812 -0.716 0.053
H 0.474 -0.355 -1.008 -0.005
H 1.767 0.934 -0.851 0.017
```

Results
Gap between HOMO and LUMO (alpha / beta) in eV: 5.9900 / 9.5066
Molar mass in g mol⁻¹: 109.11

<B>
Density functional theory data (ωB97M-V with the def2-TZVPD basis set) for a cluster of 2 separate species, CH3NO3S in total.

Structure (XYZ):
```
9
Properties=species:S:1:pos:R:3:lowdin_charge:R:1
C -1.248 0.094 -0.743 0.095
N -0.588 -0.496 0.189 -0.242
O 1.524 0.294 1.825 -0.452
O 1.511 1.017 -0.576 -0.447
O 0.315 -1.365 -0.029 -0.206
S 2.038 0.176 0.477 0.889
H -1.109 -0.552 -1.603 0.106
H -1.751 1.061 -0.706 0.107
H -0.691 -0.229 1.167 0.150
```

Results
Gap between HOMO and LUMO (alpha / beta) in eV: 9.5740 / 9.5734
Molar mass in g mol⁻¹: 109.11

Least stable structure: <A>